2 unconnected molecules or ions with the total composition C6H13NS in a non-equilibrium geometry, computed with wB97M-V/def2-TZVPD.

Last column: Mulliken charge in e.
CARTESIAN COORDINATES (ANGSTROEM)
C: 2.1515 -1.3555 -0.3723  -0.1301
C: -1.5824 -0.7691 0.0391  -0.2386
C: 0.5062 1.0832 -0.2444  0.3027
C: -2.6138 -1.3172 0.9918  -1.1904
C: 0.7428 2.6300 -0.5980  -1.4037
C: 1.5058 0.5921 0.6844  -1.2083
N: 1.3128 -1.7409 -1.2215  -0.4214
S: -1.1944 0.9389 0.6082  -0.1849
H: 3.1122 -1.6182 -0.0492  0.3846
H: -2.1634 -0.4698 -0.8437  0.2380
H: 0.5696 0.3922 -0.9956  0.3488
H: -2.2304 -1.4955 2.0804  0.2436
H: -3.1310 -2.2102 0.7932  0.4052
H: -3.4851 -0.6326 0.9705  0.2916
H: 1.1129 3.0691 0.2347  0.4082
H: 1.3113 2.7286 -1.5058  0.3635
H: -0.2772 2.9145 -0.7497  0.3983
H: 1.0274 -0.0219 1.4496  0.3765
H: 2.4971 0.9203 0.6547  0.4883
H: 1.5329 -2.3202 -1.9337  0.1663
H: -0.7049 -1.3177 0.0072  0.3615

Properties
- molar mass (g mol⁻¹) = 131.24
- ΔE to the lowest compared entry with this formula, charge and spin (eV) = 5.223
- Kohn-Sham gap (eV) = 8.8
- LUMO (eV) = 0.87
- highest occupied orbital energy (eV) = -7.9